Entry 1:
C39H42Cl6O30 | the ωB97M-V functional and the def2-TZVPD basis

Results
Calculated total energy ... -6529.62877 a.u.
LUMO ... -1.89 eV
E_HOMO ... -9.423 eV
Max |F| ... 2.50 eV Å⁻¹

The geometry in ORCA input format:
```
! RIJCOSX wB97M-V def2-TZVPD def2/J DEFGRID3
* xyz 0 1
C -2.4316 3.3013 -24.4506
C -3.5282 2.5431 -24.3776
C -4.3733 2.4327 -23.1340
O -5.3273 1.7127 -22.9870
C -3.9683 3.4054 -22.1038
C -2.9195 4.2233 -22.2060
C -2.0441 4.3019 -23.4405
O -1.0582 4.9901 -23.4969
O -2.5545 5.0863 -21.2341
O -3.8459 1.6587 -25.3412
H -1.8432 3.1823 -25.3527
H -4.4665 3.5142 -21.1459
H -1.7908 5.5751 -21.5922
H -4.1746 0.8059 -24.9403
C -7.5336 0.6995 -19.8184
C -7.2149 -0.4018 -20.4992
C -5.8447 -1.0247 -20.4935
O -5.5177 -2.0488 -21.0493
C -4.9199 -0.2975 -19.6238
C -5.2623 0.8105 -18.9235
C -6.6360 1.3623 -18.8769
O -6.9518 2.2925 -18.1687
O -4.3101 1.4580 -18.2437
O -8.0781 -0.9718 -21.3667
H -8.5510 1.0724 -19.8720
H -3.8543 -0.4711 -19.6976
H -4.7434 2.1542 -17.7046
H -7.5952 -1.6139 -21.9210
C 0.5204 2.9668 -18.4845
C -0.7391 2.6896 -18.1436
C -1.4454 3.4813 -17.0999
O -2.6127 3.3399 -16.8033
C -0.5998 4.3967 -16.3194
C 0.6708 4.6621 -16.6811
C 1.3512 3.9988 -17.8591
O 2.4650 4.3441 -18.1606
O 1.4457 5.5293 -16.0018
O -1.4576 1.7595 -18.7955
H 1.0408 2.4073 -19.2545
H -0.9187 4.7975 -15.3674
H 2.3610 5.2282 -16.1200
H -2.3975 1.9134 -18.5723
C -9.4241 1.6715 -15.8068
C -9.7292 1.5408 -14.5069
C -11.0893 1.2278 -14.0243
O -11.3687 1.2427 -12.8471
C -12.0678 0.9095 -15.0952
C -11.7746 1.0634 -16.3815
C -10.4463 1.5526 -16.8639
O -10.1817 1.7288 -18.0273
O -12.7155 0.9067 -17.3329
O -8.7503 1.5290 -13.5866
H -8.4000 1.8332 -16.1096
H -13.0388 0.5740 -14.7577
H -12.2992 1.0221 -18.2021
H -9.1286 1.3572 -12.7098
C -7.2329 -8.0940 -20.3155
C -5.9284 -8.3562 -20.4994
C -5.0189 -7.4701 -21.2968
O -3.8926 -7.8321 -21.5813
C -5.5938 -6.2341 -21.7827
C -6.9076 -5.9910 -21.5964
C -7.8825 -6.9048 -20.8955
O -9.0548 -6.6909 -20.7468
O -7.3706 -4.7800 -21.9416
O -5.3506 -9.4446 -19.9499
H -7.7638 -8.7572 -19.6459
H -5.0059 -5.4275 -22.1936
H -8.2506 -4.5845 -21.5314
H -4.4294 -9.3818 -20.2852
C -10.1457 4.6041 -23.2164
C -10.4537 3.3391 -22.8850
C -9.5288 2.4436 -22.1110
O -9.7217 1.2653 -21.9364
C -8.3359 3.1358 -21.6131
C -8.0047 4.3954 -21.9340
C -8.8391 5.1784 -22.8684
O -8.5213 6.2811 -23.2683
O -6.9340 4.9827 -21.3982
O -11.6763 2.8494 -23.1637
H -10.8380 5.2536 -23.7306
H -7.7222 2.5636 -20.9280
H -6.9787 5.9459 -21.5047
H -11.6389 1.8801 -23.1639
O -7.2240 -2.5296 -23.6647
H -7.0831 -2.8245 -24.5739
H -7.3692 -3.3547 -23.1633
O -8.2644 -0.4265 -25.2065
H -8.2148 -1.2915 -24.7658
H -7.7023 -0.5038 -25.9865
O -9.9145 -3.7811 -21.2969
H -10.2593 -2.9466 -21.6957
H -10.6331 -4.0954 -20.7408
O -10.7528 -1.4310 -22.5459
H -9.9259 -0.9350 -22.6350
H -11.1314 -1.4518 -23.4332
O -4.8508 -0.7273 -24.6884
H -4.3304 -1.4159 -24.2365
H -5.7558 -0.8384 -24.3641
O -10.7515 -1.6676 -19.1846
H -11.4438 -1.3411 -19.7710
H -10.1110 -0.9488 -19.1436
C -2.3231 -2.8068 -22.5191
Cl -2.5378 -1.0836 -22.1333
Cl -2.5236 -3.0766 -24.2589
H -1.3281 -3.1266 -22.2213
H -2.9861 -3.4108 -21.9054
C -8.4555 5.0639 -18.0059
Cl -8.6096 5.9113 -16.4867
Cl -10.0658 4.8032 -18.7963
H -7.9029 5.6472 -18.7339
H -7.9496 4.1132 -17.8689
C -4.4654 2.4867 -14.0100
Cl -5.7847 2.2198 -15.1839
Cl -4.1197 4.2044 -13.6684
H -4.7909 2.0325 -13.0825
H -3.5479 2.0463 -14.3789
*
```

Results of the Löwdin charge analysis, in e, for atoms 1 through 99:
1. C 0.07
2. C -0.23
3. C -0.31
4. O 0.12
5. C 0.06
6. C -0.23
7. C -0.32
8. O 0.12
9. O 0.09
10. O 0.07
11. H 0.13
12. H 0.13
13. H 0.11
14. H 0.07
15. C 0.04
16. C -0.18
17. C -0.31
18. O 0.11
19. C 0.07
20. C -0.21
21. C -0.30
22. O 0.07
23. O 0.05
24. O 0.08
25. H 0.10
26. H 0.10
27. H 0.08
28. H 0.08
29. C 0.08
30. C -0.23
31. C -0.30
32. O 0.10
33. C 0.08
34. C -0.23
35. C -0.32
36. O 0.13
37. O 0.09
38. O 0.10
39. H 0.14
40. H 0.13
41. H 0.12
42. H 0.08
43. C 0.08
44. C -0.23
45. C -0.32
46. O 0.13
47. C 0.08
48. C -0.23
49. C -0.31
50. O 0.07
51. O 0.10
52. O 0.08
53. H 0.08
54. H 0.14
55. H 0.11
56. H 0.12
57. C 0.08
58. C -0.23
59. C -0.32
60. O 0.11
61. C 0.08
62. C -0.19
63. C -0.31
64. O 0.14
65. O 0.05
66. O 0.10
67. H 0.14
68. H 0.13
69. H 0.09
70. H 0.12
71. C 0.09
72. C -0.22
73. C -0.29
74. O 0.11
75. C 0.08
76. C -0.24
77. C -0.32
78. O 0.12
79. O 0.10
80. O 0.10
81. H 0.14
82. H 0.10
83. H 0.13
84. H 0.12
85. O -0.06
86. H 0.08
87. H 0.04
88. O -0.05
89. H -0.01
90. H 0.04
91. O -0.07
92. H 0.01
93. H 0.05
94. O -0.04
95. H 0.02
96. H 0.07
97. O -0.07
98. H -0.03
99. H 0.03


Entry 2:
C39H42FIrN5O7SSiTe | the ωB97M-V functional and the def2-TZVPD basis

Results
Calculated total energy ... -3471.21586 a.u.
LUMO (alpha / beta) ... -4.85 / -6.16 eV
E_HOMO (alpha / beta) ... -11.827 / -12.120 eV
Max |F| ... 0.59 eV Å⁻¹

The geometry in ORCA input format:
```
! RIJCOSX wB97M-V def2-TZVPD def2/J DEFGRID3
* xyz 2 2
Ir -1.5845 0.4067 1.3053
C -6.8975 -1.2694 -2.9653
Si -5.3737 -1.7116 -1.9912
C -4.0937 -2.5250 -3.0782
C -5.8131 -2.8041 -0.5381
C -4.6540 -0.0938 -1.2919
C -5.2592 1.1470 -1.5149
C -4.7606 2.3191 -0.9612
C -3.6388 2.2569 -0.1556
N -3.0372 1.0893 0.0558
C -3.5186 -0.0494 -0.4938
S -2.4120 -1.3473 0.0052
H -7.3521 -2.1788 -3.3638
H -6.6689 -0.6226 -3.8148
H -7.6503 -0.7744 -2.3488
H -4.5287 -3.3915 -3.5813
H -3.2285 -2.8669 -2.5077
H -3.7381 -1.8386 -3.8490
H -6.2109 -3.7609 -0.8832
H -6.5682 -2.3353 0.0958
H -4.9327 -3.0072 0.0742
H -6.1491 1.1992 -2.1302
H -5.2433 3.2700 -1.1339
H -3.2207 3.1226 0.3429
C 4.0372 5.4384 -0.0215
C 2.7632 5.3798 -0.8477
N 2.0324 4.1151 -0.6597
C 1.0513 4.0724 0.2494
C 0.3046 2.9677 0.5718
C -0.7039 3.2019 1.6880
O -0.9454 4.3525 1.9959
O -1.2161 2.1716 2.2741
C 0.5507 1.7679 -0.1379
O -0.0813 0.6773 -0.0247
C 1.6378 1.7946 -1.1084
C 1.9589 0.6340 -1.8214
C 2.9697 0.6471 -2.7345
F 3.2157 -0.4730 -3.4411
C 3.7462 1.7957 -2.9789
C 3.4311 2.9398 -2.2686
C 2.3706 2.9626 -1.3509
N 4.8179 1.8187 -3.8958
C 4.8830 2.8636 -4.9044
C 6.3151 3.4109 -4.9438
N 7.2430 2.3041 -4.5025
C 6.7870 0.9792 -5.0407
C 5.4768 0.5938 -4.3372
H 4.5569 6.3781 -0.2053
H 4.7123 4.6160 -0.2611
H 3.8063 5.3837 1.0420
H 2.9553 5.5080 -1.9125
H 2.0813 6.1772 -0.5609
H 0.8275 4.9946 0.7720
H 1.3821 -0.2669 -1.6637
H 4.0409 3.8202 -2.4096
H 4.1905 3.6678 -4.6732
H 4.5980 2.4717 -5.8877
H 6.4656 4.2415 -4.2572
H 6.6167 3.7139 -5.9445
H 7.2265 2.2584 -3.4822
H 8.2014 2.5067 -4.7873
H 7.5690 0.2432 -4.8719
H 6.6619 1.1139 -6.1133
H 5.6848 -0.0297 -3.4689
H 4.8820 0.0035 -5.0383
O -3.0330 0.2155 2.7485
C -2.7059 0.3198 3.9477
C -1.4055 0.1770 4.5225
C -1.2958 0.4601 5.8945
C -0.0960 0.2894 6.5239
C 1.0225 -0.1958 5.8377
C 0.9305 -0.5019 4.5045
C -0.2719 -0.3029 3.7930
O -0.3250 -0.6418 2.5394
N 0.0180 0.6091 7.9527
O 1.1305 0.5931 8.4360
O -0.9955 0.9393 8.5318
H -3.5297 0.4939 4.6471
H -2.1487 0.8118 6.4603
H 1.9494 -0.3220 6.3797
H 1.7833 -0.8845 3.9610
C -0.9891 -3.8604 3.0861
Te -2.8671 -3.0949 2.4427
C -3.0111 -4.8860 1.3036
C -1.9926 -5.8277 1.8988
C -2.0116 -7.1824 1.5811
C -1.0656 -8.0367 2.1208
C -0.0943 -7.5429 2.9824
C -0.0706 -6.1959 3.3007
C -1.0183 -5.3326 2.7596
H -0.8941 -3.6564 4.1519
H -0.2068 -3.3132 2.5586
H -2.7992 -4.6396 0.2617
H -4.0310 -5.2600 1.3716
H -2.7746 -7.5689 0.9166
H -1.0912 -9.0903 1.8781
H 0.6387 -8.2109 3.4136
H 0.6812 -5.8123 3.9795
*
```

Löwdin analysis output, partial charges in e:
1. Ir 1.25
2. C -0.18
3. Si 0.52
4. C -0.17
5. C -0.16
6. C -0.21
7. C -0.04
8. C -0.02
9. C -0.06
10. N -0.14
11. C -0.62
12. S 0.61
13. H 0.04
14. H 0.04
15. H 0.04
16. H 0.04
17. H 0.01
18. H 0.04
19. H 0.05
20. H 0.05
21. H -0.03
22. H 0.11
23. H 0.12
24. H 0.13
25. C -0.05
26. C -0.17
27. N -0.01
28. C 0.05
29. C -0.01
30. C -0.58
31. O 0.08
32. O -0.14
33. C -0.25
34. O -0.15
35. C -0.04
36. C 0.10
37. C -0.18
38. F 0.08
39. C -0.13
40. C 0.06
41. C -0.11
42. N -0.10
43. C -0.12
44. C -0.06
45. N 0.06
46. C -0.07
47. C -0.13
48. H 0.09
49. H 0.07
50. H 0.09
51. H 0.12
52. H 0.13
53. H 0.16
54. H 0.15
55. H 0.11
56. H 0.13
57. H 0.14
58. H 0.14
59. H 0.14
60. H 0.19
61. H 0.19
62. H 0.14
63. H 0.14
64. H 0.14
65. H 0.13
66. O -0.18
67. C -0.15
68. C -0.13
69. C 0.07
70. C -0.13
71. C 0.04
72. C 0.02
73. C -0.34
74. O -0.23
75. N -0.36
76. O 0.09
77. O 0.09
78. H 0.15
79. H 0.14
80. H 0.13
81. H 0.12
82. C -0.37
83. Te 1.53
84. C -0.39
85. C -0.29
86. C -0.03
87. C -0.06
88. C -0.06
89. C -0.03
90. C -0.29
91. H 0.07
92. H 0.07
93. H 0.06
94. H 0.07
95. H 0.12
96. H 0.11
97. H 0.11
98. H 0.12


Energy relative to the best compared isomer or geometry (same formula, charge and spin) for the records above, in order: 0.0; 28.5 kcal per mole